C24H68ClN6O11 | the ωB97M-V functional and the def2-TZVPD basis

Results
ΔE to the lowest compared entry with this formula, charge and spin: 15.50 kcal/mol
orbital gap: 9.1 eV
LUMO energy: 0.0947 Ha
total charge: -1
largest force on an atom: 1.73 eV Å⁻¹
HOMO level: -6.503 eV

Last columns: bonded neighbours and bond lengths (Å).
Atoms and positions in Å:
1 Cl 14.3940 12.9240 12.6121  O2 1.427, O3 1.454, O4 1.462, O5 1.439
2 O 14.6474 13.4544 13.9126  Cl1 1.427
3 O 14.0625 11.5098 12.6881  Cl1 1.454
4 O 13.3749 13.7310 11.9437  Cl1 1.462
5 O 15.5737 13.1146 11.8100  Cl1 1.439
6 O 18.4764 13.7091 11.1441  H7 0.963, H8 0.972
7 H 18.4755 13.7544 10.1824  O6 0.963
8 H 17.5624 13.4765 11.3778  O6 0.972
9 C 13.4057 17.4612 11.5204  C10 1.531, H15 1.095, H16 1.095, H17 1.092
10 C 12.4595 17.1948 10.3463  C9 1.531, C11 1.499, N14 1.484, H18 1.095
11 C 13.2390 16.7992 9.1285  C10 1.499, O12 1.413, H19 1.106, H20 1.103
12 O 12.4336 16.4571 8.0191  C11 1.413, C13 1.398
13 C 13.1988 16.1473 6.8911  O12 1.398, H21 1.095, H22 1.099, H23 1.092
14 N 11.4779 16.1287 10.6668  C10 1.484, H24 1.023, H25 1.028
15 H 12.8534 17.6590 12.4451  C9 1.095
16 H 14.0440 18.3442 11.4108  C9 1.095
17 H 14.0470 16.6130 11.7697  C9 1.092
18 H 11.9310 18.1309 10.1385  C10 1.095
19 H 13.8577 15.9084 9.3433  C11 1.106
20 H 14.0078 17.5396 8.8488  C11 1.103
21 H 14.0417 15.4770 7.0869  C13 1.095
22 H 13.5398 17.0759 6.4129  C13 1.099
23 H 12.5575 15.6210 6.1812  C13 1.092
24 H 10.9921 16.4561 11.5054  N14 1.023
25 H 12.0987 15.4529 11.1307  N14 1.028
26 C 17.7947 14.6281 16.2613  C27 1.532, H32 1.087, H33 1.096, H34 1.093
27 C 18.2214 14.7366 14.7937  C26 1.532, C28 1.514, N31 1.471, H35 1.090
28 C 17.4183 15.7814 14.0484  C27 1.514, O29 1.418, H36 1.104, H37 1.095
29 O 17.9858 15.9954 12.7668  C28 1.418, C30 1.397
30 C 17.0631 16.6831 11.9757  O29 1.397, H38 1.090, H39 1.101, H40 1.099
31 N 19.6491 15.0811 14.7046  C27 1.471, H41 1.020, H42 1.021
32 H 18.3973 13.8800 16.7710  C26 1.087
33 H 16.7401 14.3345 16.3098  C26 1.096
34 H 17.8846 15.6197 16.7134  C26 1.093
35 H 18.0392 13.7679 14.3275  C27 1.090
36 H 17.4375 16.7413 14.5938  C28 1.104
37 H 16.3692 15.4742 13.9804  C28 1.095
38 H 17.4692 16.8574 10.9797  C30 1.090
39 H 16.6985 17.6417 12.3747  C30 1.101
40 H 16.1332 16.1146 11.8354  C30 1.099
41 H 20.1602 14.5152 15.3819  N31 1.020
42 H 19.8193 16.0103 15.0916  N31 1.021
43 C 14.9373 10.7030 8.8908  C44 1.534, H49 1.090, H50 1.090, H51 1.091
44 C 15.0525 11.8782 7.9120  C43 1.534, C45 1.513, N48 1.482, H52 1.096
45 C 13.9838 11.8332 6.8423  C44 1.513, O46 1.411, H53 1.105, H54 1.102
46 O 14.0337 10.6476 6.0786  C45 1.411, C47 1.391
47 C 13.2754 10.7009 4.9136  O46 1.391, H55 1.092, H56 1.103, H57 1.096
48 N 14.8290 13.1430 8.6521  C44 1.482, H58 1.016, H59 1.015
49 H 15.5802 10.8940 9.7497  C43 1.090
50 H 15.2287 9.7667 8.4149  C43 1.090
51 H 13.8942 10.6195 9.2009  C43 1.091
52 H 16.0614 11.9333 7.4876  C44 1.096
53 H 14.0428 12.7185 6.1845  C45 1.105
54 H 12.9837 11.9879 7.2787  C45 1.102
55 H 13.2878 9.7203 4.4341  C47 1.092
56 H 13.7302 11.3582 4.1541  C47 1.103
57 H 12.2475 11.0453 5.0740  C47 1.096
58 H 15.1029 12.9462 9.6109  N48 1.016
59 H 15.5148 13.8260 8.3467  N48 1.015
60 C 9.3876 12.9440 14.5173  C61 1.519, H66 1.098, H67 1.091, H68 1.092
61 C 8.7334 13.3780 13.2164  C60 1.519, C62 1.516, N65 1.460, H69 1.094
62 C 7.6289 14.3905 13.4441  C61 1.516, O63 1.409, H70 1.094, H71 1.099
63 O 6.6831 13.8927 14.3619  C62 1.409, C64 1.404
64 C 5.6352 14.7886 14.6270  O63 1.404, H72 1.092, H73 1.100, H74 1.093
65 N 9.7329 13.9948 12.3499  C61 1.460, H75 1.014, H76 1.016
66 H 8.6266 12.4855 15.1628  C60 1.098
67 H 9.8875 13.7424 15.0677  C60 1.091
68 H 10.1434 12.1850 14.3058  C60 1.092
69 H 8.3594 12.4573 12.7599  C61 1.094
70 H 7.1576 14.6626 12.4947  C62 1.094
71 H 8.0922 15.3075 13.8341  C62 1.099
72 H 4.6930 14.2862 14.8549  C64 1.092
73 H 5.3514 15.3477 13.7232  C64 1.100
74 H 5.9664 15.4532 15.4293  C64 1.093
75 H 10.6370 13.5511 12.2336  N65 1.014
76 H 10.0310 14.9017 12.6977  N65 1.016
77 C 11.1773 9.2861 10.9563  C78 1.526, H83 1.099, H84 1.094, H85 1.091
78 C 10.7028 10.3699 9.9929  C77 1.526, C79 1.530, N82 1.468, H86 1.097
79 C 9.1766 10.3996 9.8899  C78 1.530, O80 1.407, H87 1.094, H88 1.099
80 O 8.6343 11.2979 8.9526  C79 1.407, C81 1.403
81 C 8.9377 10.9784 7.6206  O80 1.403, H89 1.101, H90 1.096, H91 1.086
82 N 11.2205 11.6920 10.3666  C78 1.468, H92 1.022, H93 1.023
83 H 10.8629 8.2750 10.6625  C77 1.099
84 H 10.7733 9.4204 11.9639  C77 1.094
85 H 12.2649 9.2213 11.0083  C77 1.091
86 H 11.0950 10.1452 8.9935  C78 1.097
87 H 8.7801 10.6823 10.8696  C79 1.094
88 H 8.7813 9.3949 9.6852  C79 1.099
89 H 8.5633 9.9836 7.3345  C81 1.101
90 H 10.0149 10.9024 7.4339  C81 1.096
91 H 8.4933 11.7584 7.0103  C81 1.086
92 H 12.2047 11.5287 10.5893  N82 1.022
93 H 10.8627 11.8235 11.3156  N82 1.023
94 C 17.8646 10.4406 15.7956  C95 1.520, H100 1.090, H101 1.093, H102 1.092
95 C 17.7919 10.0461 14.3299  C94 1.520, C96 1.531, N99 1.464, H103 1.092
96 C 16.5296 9.2033 14.1264  C95 1.531, O97 1.426, H104 1.095, H105 1.103
97 O 16.4641 8.7154 12.7879  C96 1.426, C98 1.400
98 C 15.2248 8.1239 12.5141  O97 1.400, H106 1.098, H107 1.090, H108 1.094
99 N 17.7158 11.2332 13.4759  C95 1.464, H109 1.017, H110 1.017
100 H 18.6845 11.1371 15.9683  C94 1.090
101 H 18.0635 9.5736 16.4306  C94 1.093
102 H 16.9143 10.8833 16.1031  C94 1.092
103 H 18.6791 9.4627 14.0749  C95 1.092
104 H 15.6249 9.7630 14.3850  C96 1.095
105 H 16.5587 8.2760 14.7226  C96 1.103
106 H 15.1101 7.1916 13.0821  C98 1.098
107 H 15.1296 7.8537 11.4623  C98 1.090
108 H 14.4112 8.8217 12.7350  C98 1.094
109 H 16.7941 11.6331 13.6350  N99 1.017
110 H 17.6834 10.8764 12.5241  N99 1.017